60
Properties=species:S:1:pos:R:3:mulliken_charge:R:1 method="wB97M-V/def2-TZVPD" e_homo_ha="-0.2274 / -0.2964" e_tot_ha=-1854.84712 s_squared=0.761 lumo_ev="0.5 / -0.3" total_charge=0 orbital_gap_ha="0.247 / 0.284" multiplicity=2
Hg 0.786 0.379 -0.899 0.2384
C 0.800 -1.511 2.001 -1.2839
N 0.778 -0.066 1.855 0.7608
C -0.237 0.532 2.698 -0.9664
C 2.082 0.529 2.108 -1.0622
C 3.139 0.062 1.132 1.2380
C 4.406 -0.290 1.582 -0.7075
C 5.391 -0.690 0.688 -0.5270
C 5.107 -0.753 -0.666 -0.4730
C 3.834 -0.420 -1.121 -0.3537
C 2.854 -0.006 -0.230 -0.5305
H 1.094 -1.814 3.020 0.3009
H 1.501 -1.951 1.293 0.3386
H -0.188 -1.912 1.782 0.3668
H -0.056 0.340 3.769 0.3006
H -1.217 0.130 2.441 0.1486
H -0.265 1.609 2.537 0.2704
H 2.420 0.333 3.141 0.3157
H 1.963 1.614 2.021 0.3937
H 4.624 -0.250 2.644 0.3428
H 6.374 -0.960 1.053 0.3693
H 5.869 -1.071 -1.368 0.3681
H 3.618 -0.480 -2.181 0.3639
O -0.798 -2.077 -0.405 -0.5231
S -1.671 -2.040 -1.610 0.4342
C -2.078 -3.717 -2.068 -0.0180
C -2.112 -4.030 -3.415 0.0207
C -2.424 -5.329 -3.802 -0.6748
C -2.686 -6.290 -2.839 -0.3647
C -2.631 -5.966 -1.485 -0.6870
C -2.326 -4.675 -1.094 -0.3283
C -3.297 -1.564 -1.026 0.8599
C -3.373 -0.935 0.203 -0.8201
C -4.595 -0.417 0.621 -0.2217
C -5.714 -0.535 -0.188 -0.5540
C -5.622 -1.174 -1.421 -0.5527
C -4.409 -1.685 -1.849 -0.7207
H -1.877 -3.272 -4.153 0.4530
H -2.448 -5.588 -4.852 0.3920
H -2.924 -7.302 -3.138 0.3840
H -2.819 -6.726 -0.738 0.3857
H -2.259 -4.403 -0.048 0.4078
H -2.477 -0.842 0.801 0.4424
H -4.665 0.086 1.577 0.4363
H -6.660 -0.123 0.136 0.3930
H -6.495 -1.260 -2.054 0.3737
H -4.327 -2.170 -2.814 0.3967
C -1.012 3.834 -1.419 -1.3331
Sb -2.164 2.299 -0.458 0.4144
C -2.987 1.545 -2.289 -1.1878
C -3.862 3.570 -0.051 -1.3535
H -1.665 4.468 -2.019 0.3922
H -0.273 3.362 -2.067 0.3683
H -0.490 4.445 -0.685 0.3676
H -3.304 2.380 -2.913 0.5410
H -3.844 0.904 -2.084 0.2699
H -2.225 0.969 -2.814 0.2767
H -4.140 4.121 -0.949 0.3913
H -3.620 4.276 0.743 0.3765
H -4.708 2.962 0.272 0.3500

10
Properties=species:S:1:pos:R:3:mulliken_charge:R:1 method="wB97M-V/def2-TZVPD" relative_energy_ev=2.4361 e_homo_ha=-0.3309 e_tot_ha=-798.09404 lumo_ev=0.3 total_charge=0 orbital_gap_ha=0.341
C -1.292 -0.695 -1.180 0.4931
C -2.203 0.700 -2.529 0.3034
N 0.341 -0.161 0.611 -0.6607
N -0.706 0.205 -0.430 0.0283
O -1.313 -1.865 -1.427 -0.4385
O -2.202 1.876 -2.425 -0.4030
Cl -3.036 -0.148 -3.799 -0.1404
H 0.752 0.669 0.891 0.2515
H 1.069 -0.868 0.122 0.2801
H -1.042 1.165 -0.215 0.2862

82
Properties=species:S:1:pos:R:3:mulliken_charge:R:1 method="wB97M-V/def2-TZVPD" relative_energy_ev=3.9800 e_homo_ha=-0.4122 e_tot_ha=-2630.94578 lumo_ev=-5.4 total_charge=+1 orbital_gap_ha=0.215
F 2.486 -5.642 5.234 -0.2270
C 1.813 -4.400 5.243 0.4265
C 2.600 -3.034 5.199 -0.1944
C 1.737 -1.734 5.221 -0.3335
C 0.177 -1.895 5.291 -0.2040
N -0.484 -3.175 5.336 0.0160
C 0.259 -4.420 5.305 0.2407
F -0.464 -5.625 5.361 -0.2079
H 3.742 -3.021 5.150 0.3816
H 2.229 -0.702 5.199 0.3651
H -0.451 -0.942 5.287 0.3728
H -1.522 -3.180 5.386 0.3146
C -1.702 -2.833 -1.269 -0.4934
C -0.793 -3.817 -0.889 -0.8257
C 0.179 -3.535 0.065 -0.4118
C 0.229 -2.263 0.636 0.0639
C -0.675 -1.272 0.253 -0.3402
C -1.641 -1.562 -0.703 -0.4353
N 1.234 -1.969 1.657 1.2708
O 2.022 -2.853 1.957 -0.6518
O 1.229 -0.854 2.161 -0.6303
H -2.463 -3.058 -2.010 0.5885
H -0.845 -4.804 -1.335 0.4373
H 0.882 -4.310 0.352 0.5061
H -0.640 -0.279 0.688 0.4416
H -2.351 -0.800 -1.006 0.5171
C -5.517 -6.388 2.048 -0.4227
C -4.748 -5.332 2.529 -0.4301
C -4.627 -4.163 1.786 -0.2014
C -5.286 -4.060 0.562 0.0585
C -6.051 -5.116 0.071 -0.3773
C -6.164 -6.283 0.821 -0.4791
N -5.183 -2.821 -0.213 1.0979
O -4.487 -1.920 0.239 -0.5956
O -5.800 -2.755 -1.266 -0.6213
H -5.613 -7.298 2.634 0.3764
H -4.244 -5.421 3.487 0.3464
H -4.025 -3.347 2.172 0.4310
H -6.563 -5.046 -0.882 0.4520
H -6.759 -7.111 0.449 0.3824
C 3.359 0.748 0.502 -0.4825
C 2.497 1.841 0.472 -0.5857
C 2.613 2.790 -0.537 0.0048
C 3.593 2.633 -1.516 -0.0844
C 4.464 1.545 -1.486 -0.4656
C 4.343 0.601 -0.471 -0.6085
N 3.702 3.618 -2.595 1.0811
O 2.933 4.571 -2.577 -0.6055
O 4.552 3.431 -3.453 -0.6141
H 3.262 0.006 1.289 0.5243
H 1.734 1.950 1.235 0.4996
H 1.935 3.637 -0.549 0.4951
H 5.232 1.417 -2.241 0.4798
H 5.013 -0.251 -0.441 0.3903
C -4.063 1.662 -5.695 -0.3606
C -2.898 1.631 -6.455 -0.4917
C -1.937 0.653 -6.218 -0.3695
C -2.157 -0.293 -5.217 -0.0089
C -3.319 -0.262 -4.448 -0.0987
C -4.273 0.721 -4.691 -0.6493
N -1.160 -1.339 -4.981 0.9983
O -0.145 -1.324 -5.661 -0.5861
O -1.401 -2.173 -4.116 -0.5916
H -4.814 2.424 -5.887 0.3761
H -2.739 2.368 -7.236 0.3796
H -1.033 0.640 -6.817 0.4603
H -3.496 -0.991 -3.664 0.5328
H -5.182 0.753 -4.099 0.4006
C 4.406 8.938 -0.624 -0.3933
C 4.399 9.257 0.732 -0.4680
C 4.184 8.263 1.680 -0.3798
C 3.982 6.949 1.260 -0.0880
C 3.980 6.625 -0.096 0.0729
C 4.193 7.626 -1.038 -0.4274
N 3.780 5.894 2.255 0.9966
O 3.768 6.217 3.435 -0.6054
O 3.638 4.747 1.850 -0.6020
H 4.580 9.716 -1.361 0.3806
H 4.565 10.282 1.048 0.3732
H 4.182 8.525 2.733 0.4297
H 3.818 5.607 -0.432 0.2719
H 4.196 7.384 -2.095 0.4149